[1]
{"formula": "C4H10NO", "method": "wB97M-V/def2-TZVPD", "total_charge": -1, "lumo_energy_ha": 0.1627, "orbital_gap_ev": 7.1, "e_above_lowest_kcal_mol": 20.3, "spin_multiplicity": 1, "homo_energy_ev": -2.706, "species": ["C", "O", "C", "C", "H", "H", "H", "H", "H", "H", "H", "C", "N", "H", "H", "H"], "xyz": [[0.44833, -0.49278, 1.52197], [0.05184, -0.93394, 0.29825], [0.15182, 0.98709, 1.81854], [0.84435, 1.92970, 0.79612], [1.56034, -0.66742, 1.66742], [0.07617, -1.17410, 2.35696], [0.55386, 1.17968, 2.85123], [-0.92910, 1.12963, 1.75807], [0.60465, 2.98395, 1.03504], [0.42472, 1.68249, -0.19071], [1.93170, 1.69611, 0.68009], [-0.84525, -1.41510, -2.57658], [-0.83135, -0.16751, -2.17425], [-0.98856, -1.67304, -3.64653], [-0.72767, -2.25821, -1.88380], [-0.69690, -0.30842, -1.15438]], "mulliken_charge": [-0.63, -0.80, -0.42, -0.88, 0.25, 0.24, 0.31, 0.28, 0.29, 0.15, 0.27, -0.33, -0.73, 0.25, 0.20, 0.56]}

[2]
{"formula": "C40H42F3FeGe2N5S", "method": "wB97M-V/def2-TZVPD", "total_charge": 2, "lumo_energy_ha": [-0.1892, -0.1975], "orbital_gap_ev": [8.5, 8.3], "e_above_lowest_kcal_mol": 4.7, "spin_multiplicity": 5, "s_squared": 6.010, "homo_energy_ev": [-13.615, -13.639], "species": ["Fe", "C", "C", "C", "C", "C", "C", "C", "N", "N", "C", "C", "C", "C", "C", "C", "N", "C", "C", "C", "C", "C", "C", "N", "H", "H", "H", "H", "H", "H", "H", "H", "H", "H", "H", "H", "H", "H", "H", "H", "H", "H", "H", "H", "F", "C", "F", "F", "C", "C", "C", "C", "N", "C", "S", "H", "H", "H", "C", "Ge", "C", "C", "Ge", "C", "C", "C", "C", "C", "C", "C", "C", "C", "C", "C", "C", "H", "H", "H", "H", "H", "H", "H", "H", "H", "H", "H", "H", "H", "H", "H", "H", "H", "H", "H"], "xyz": [[-0.34552, 0.04651, -1.21062], [-2.62934, -0.25286, -3.52089], [-1.76710, 0.35442, -4.60962], [-0.90251, 1.52852, -4.23407], [-0.63748, 2.46388, -5.23321], [0.12629, 3.57775, -4.95439], [0.59615, 3.74618, -3.66106], [0.30060, 2.77532, -2.73059], [-0.41294, 1.66456, -2.99214], [-1.91129, -1.05215, -2.51058], [-2.84947, -1.46376, -1.45416], [-3.29512, -0.24015, -0.70238], [-4.60685, 0.04682, -0.38185], [-4.88703, 1.24155, 0.26766], [-3.84973, 2.11388, 0.55957], [-2.56206, 1.75776, 0.20096], [-2.28858, 0.59882, -0.40922], [-1.33941, -2.26041, -3.11168], [-0.23066, -2.83153, -2.26859], [0.23664, -4.11989, -2.48924], [1.32343, -4.57589, -1.76562], [1.90953, -3.73217, -0.83146], [1.37739, -2.47353, -0.65966], [0.32390, -2.02141, -1.36051], [-3.38959, -0.88651, -3.99745], [-3.16036, 0.54681, -3.00373], [-2.46695, 0.70409, -5.37138], [-1.16372, -0.39421, -5.13006], [-1.04759, 2.31569, -6.22303], [0.33262, 4.31165, -5.72189], [1.17204, 4.61496, -3.37594], [0.63000, 2.90197, -1.71228], [-2.29815, -2.11528, -0.76799], [-3.69535, -2.03272, -1.85682], [-5.39446, -0.64895, -0.63724], [-5.90653, 1.49114, 0.52970], [-4.02710, 3.05870, 1.05267], [-1.72540, 2.41118, 0.40681], [-0.92536, -2.02445, -4.09152], [-2.11038, -3.02230, -3.28067], [-0.24217, -4.74825, -3.22854], [1.70903, -5.57371, -1.92638], [2.75879, -4.04749, -0.24175], [1.80107, -1.78921, 0.06410], [3.38105, 3.21314, 1.34301], [3.61335, 3.29556, 0.02995], [2.80408, 4.25676, -0.45502], [4.87039, 3.70604, -0.12870], [3.35784, 2.00603, -0.71781], [4.27724, 1.57524, -1.66333], [3.98074, 0.48730, -2.47000], [2.74190, -0.10552, -2.33749], [1.84969, 0.31408, -1.43914], [2.15149, 1.31319, -0.60827], [0.83084, 1.75882, 0.47096], [5.21785, 2.09751, -1.77046], [4.68575, 0.13114, -3.20656], [2.43603, -0.92948, -2.97115], [-3.00350, -1.73627, 2.14394], [-1.04901, -1.92090, 2.34850], [-0.68175, -3.64534, 1.47570], [-0.64552, -2.03721, 4.28260], [0.43583, 0.05714, 2.12891], [2.26698, -0.49108, 2.52999], [3.27545, 0.44377, 2.75258], [4.56606, 0.02973, 3.04822], [4.86370, -1.32517, 3.11922], [3.86838, -2.26510, 2.89295], [2.57722, -1.84840, 2.59764], [-0.36905, 1.44091, 3.25906], [-1.70480, 1.34760, 3.63996], [-2.28426, 2.32201, 4.44202], [-1.52619, 3.40073, 4.87309], [-0.19358, 3.50503, 4.49627], [0.38128, 2.53480, 3.69003], [-3.42949, -2.37015, 2.92509], [-3.34274, -2.14375, 1.19286], [-3.41533, -0.73805, 2.26452], [-1.40402, -4.34214, 1.90617], [0.31414, -4.04336, 1.65506], [-0.85933, -3.61016, 0.40076], [-1.15810, -2.92111, 4.66757], [-1.02038, -1.16676, 4.81835], [0.41752, -2.14770, 4.48597], [3.06138, 1.50012, 2.69659], [5.33761, 0.76629, 3.23028], [5.86883, -1.64700, 3.35624], [4.09287, -3.32200, 2.95694], [1.81173, -2.59725, 2.43050], [-2.30618, 0.50776, 3.32286], [-3.32161, 2.23087, 4.73680], [-1.96991, 4.15785, 5.50535], [0.40129, 4.34393, 4.83195], [1.41696, 2.64524, 3.39618]], "lowdin_spin": [3.72, 0.00, 0.00, 0.00, 0.00, 0.00, 0.00, 0.00, 0.03, 0.04, 0.00, 0.01, 0.00, 0.00, 0.00, 0.01, 0.03, 0.00, 0.01, 0.00, 0.00, 0.00, 0.00, 0.04, 0.00, 0.00, 0.00, 0.00, 0.00, 0.00, 0.00, 0.00, 0.00, 0.00, 0.00, 0.00, 0.00, 0.00, 0.00, 0.00, 0.00, 0.00, 0.00, 0.00, 0.00, 0.00, 0.00, 0.00, 0.00, 0.00, 0.00, 0.00, 0.03, 0.00, 0.04, 0.00, 0.00, 0.00, 0.00, 0.00, 0.00, 0.00, 0.00, 0.00, 0.00, 0.00, 0.00, 0.00, 0.00, 0.00, 0.00, 0.00, 0.00, 0.00, 0.00, 0.00, 0.00, 0.00, 0.00, 0.00, 0.00, 0.00, 0.00, 0.00, 0.00, 0.00, 0.00, 0.00, 0.00, 0.00, 0.00, 0.00, 0.00, 0.00]}

[3]
{"formula": "C5H10N2O2", "method": "wB97M-V/def2-TZVPD", "total_charge": 0, "lumo_energy_ha": 0.0294, "orbital_gap_ev": 9.2, "e_above_lowest_kcal_mol": 60.7, "smiles": "[H]/N=C(\\N)OC.CC=C=O", "spin_multiplicity": 1, "homo_energy_ev": -8.353, "species": ["H", "N", "C", "N", "O", "C", "H", "H", "H", "H", "H", "C", "C", "C", "O", "H", "H", "H", "H"], "xyz": [[1.45906, 0.37153, -2.30957], [1.07473, -0.35700, -1.72062], [-0.12799, -0.17123, -1.38469], [-0.99648, 0.80729, -1.83863], [-0.81136, -1.16188, -0.66470], [-0.14306, -2.40748, -0.52035], [-0.79435, 1.19675, -2.74645], [-1.96892, 0.67102, -1.61078], [0.86286, -2.23871, -0.13363], [-0.07219, -2.92172, -1.48010], [-0.72215, -2.98425, 0.19769], [0.91238, 1.83887, 1.94272], [-0.17374, 1.01362, 1.30890], [-0.51404, -0.18300, 1.72629], [-0.76134, -1.11769, 2.38226], [0.61734, 2.88778, 1.97173], [1.82980, 1.75954, 1.35871], [1.12460, 1.51568, 2.95995], [-0.79516, 1.48086, 0.56126]], "mulliken_charge": [0.20, -0.74, 0.73, -0.45, -0.40, -0.73, 0.21, 0.24, 0.32, 0.34, 0.24, -1.05, -0.57, 0.76, -0.43, 0.30, 0.24, 0.36, 0.43]}

[4]
{"formula": "C10H18N4PtSSbSe4", "method": "wB97M-V/def2-TZVPD", "total_charge": -1, "lumo_energy_ha": 0.0261, "orbital_gap_ev": 4.3, "e_above_lowest_kcal_mol": 5.5, "spin_multiplicity": 1, "homo_energy_ev": -3.590, "species": ["Pt", "N", "C", "C", "C", "C", "N", "H", "H", "H", "H", "H", "H", "H", "H", "H", "H", "H", "H", "N", "C", "S", "C", "C", "C", "N", "C", "C", "H", "H", "H", "H", "H", "H", "Se", "Sb", "Se", "Se", "Se"], "xyz": [[-0.28707, -0.64677, -0.20378], [-0.97984, -2.37174, -1.47586], [-0.11563, -3.26262, -2.24938], [0.20654, -2.67130, -3.62046], [0.72296, -1.23511, -3.58652], [1.99544, -1.03964, -2.75322], [1.70546, -0.22784, -1.56687], [-1.52016, -2.93913, -0.81254], [-1.67374, -1.97321, -2.12252], [-0.61235, -4.22936, -2.41773], [0.79315, -3.45496, -1.66946], [-0.70429, -2.69853, -4.22497], [0.94988, -3.31384, -4.09893], [-0.05073, -0.57633, -3.18595], [0.89446, -0.91171, -4.61216], [2.76710, -0.56312, -3.37519], [2.39763, -2.00154, -2.42367], [1.42381, 0.70646, -1.86825], [2.54068, -0.12181, -0.99371], [-0.18954, 4.19949, 4.82928], [0.73264, 3.23861, 4.55178], [2.05404, 3.08864, 5.56560], [0.53429, 2.39459, 3.41320], [1.51081, 1.46653, 2.98802], [1.34480, 0.77067, 1.82144], [0.28189, 0.92385, 0.99707], [-0.68625, 1.75768, 1.43384], [-0.61536, 2.47316, 2.59413], [0.03194, 4.87415, 5.54170], [-0.85686, 4.46270, 4.12435], [2.41065, 1.34228, 3.57235], [2.09772, 0.06124, 1.49270], [-1.55720, 1.89408, 0.80395], [-1.46535, 3.08649, 2.85046], [-2.03502, 0.76703, -1.68645], [-3.39693, -0.48846, 0.15946], [-1.51472, -1.60071, 1.67068], [-4.54651, -2.34074, -0.94581], [-4.58833, 1.16082, 1.48340]], "mulliken_charge": [0.45, -0.29, -0.69, -0.93, -0.15, -0.81, -0.55, 0.36, 0.31, 0.35, 0.31, 0.39, 0.35, 0.02, 0.39, 0.34, 0.44, 0.28, 0.20, -0.34, 0.36, -0.40, 0.96, -0.72, -0.24, 0.09, -0.32, -1.03, 0.22, 0.18, 0.38, 0.34, 0.43, 0.33, -0.77, 0.83, -0.68, -0.70, -0.69]}

[5]
{"formula": "C7H10N4O7P2STc", "method": "wB97M-V/def2-TZVPD", "total_charge": 1, "lumo_energy_ha": [-0.1941, -0.2234], "orbital_gap_ev": [6.4, 5.5], "e_above_lowest_kcal_mol": 0.0, "spin_multiplicity": 3, "s_squared": 2.025, "homo_energy_ev": [-11.655, -11.609], "species": ["Tc", "N", "C", "C", "P", "O", "O", "O", "P", "O", "O", "O", "H", "H", "H", "H", "H", "H", "H", "H", "N", "C", "O", "C", "C", "N", "C", "N", "H", "H", "S", "C"], "xyz": [[-0.22739, 0.72257, -1.57122], [-1.27887, -3.40195, 0.43530], [-1.38451, -1.89962, 0.68496], [-2.20390, -1.67656, 1.95418], [-2.28775, -1.25163, -0.78559], [-2.67125, 0.25757, -0.40054], [-3.38142, -2.18489, -1.07195], [-1.21385, -0.96973, -1.87734], [0.30506, -1.17823, 0.89779], [1.09907, -2.06604, -0.17934], [0.77131, -1.28444, 2.27378], [0.14084, 0.25569, 0.29829], [-2.13952, -3.71354, -0.03688], [-1.17433, -3.90503, 1.31901], [-0.46469, -3.61478, -0.14993], [-3.21115, -2.08437, 1.85219], [-2.27629, -0.60939, 2.15916], [-1.69800, -2.12673, 2.80927], [-3.59586, 0.41128, -0.16780], [2.04840, -1.85286, -0.16381], [1.08384, 4.50516, -0.50019], [1.37538, 3.20520, -0.61362], [0.42769, 2.51077, -1.22398], [2.55148, 2.67949, -0.11174], [2.90697, 1.31215, -0.20421], [3.16066, 0.19154, -0.28095], [3.46315, 3.58422, 0.51380], [4.18548, 4.31568, 1.03126], [0.20883, 4.85337, -0.84786], [1.72229, 5.13637, -0.04302], [2.47783, -0.27005, -3.39847], [1.28049, 0.14874, -2.60053]], "lowdin_spin": [1.63, 0.00, 0.00, 0.00, 0.01, 0.00, 0.00, 0.11, 0.00, 0.00, 0.00, 0.01, 0.00, 0.00, 0.00, 0.00, 0.00, 0.00, 0.00, 0.00, 0.00, 0.01, 0.13, 0.02, 0.00, 0.01, 0.00, 0.01, 0.00, 0.00, 0.08, -0.04]}

[6]
{"formula": "H2NO4P", "method": "wB97M-V/def2-TZVPD", "total_charge": -2, "lumo_energy_ha": [0.2429, 0.2355], "orbital_gap_ev": [5.8, 5.6], "e_above_lowest_kcal_mol": 90.5, "spin_multiplicity": 1, "homo_energy_ev": [0.792, 0.817], "species": ["N", "O", "O", "O", "O", "P", "H", "H"], "xyz": [[2.35904, -0.91504, 0.74881], [0.43945, 2.42768, 0.67779], [0.56861, 0.88220, -1.43798], [-3.72683, 0.13227, 0.27029], [1.84542, 0.29324, 0.89680], [0.47276, 1.06091, 0.07266], [2.96838, -0.97192, -0.12382], [-3.13656, 0.82012, 0.34680]], "mulliken_charge": [-0.35, -0.60, -0.60, -1.19, -0.11, 0.51, 0.15, 0.20]}

What is the formula in the first record? C4H10NO